Entry 1:
Formula: CH7NSi
Source: the OMol25 dataset
Level of theory: wB97M-V/def2-TZVPD

```
10
Properties=species:S:1:pos:R:3
C -0.90 -0.41 0.95
N 0.40 -0.07 0.45
Si 0.69 0.21 -1.21
H -1.54 0.42 1.04
H -1.37 -1.32 0.40
H -0.68 -0.86 1.86
H 1.11 1.23 1.48
H 0.65 -0.92 -2.18
H 2.10 0.69 -1.11
H -0.47 1.02 -1.68
```

Charge   0
F_max   4.580 eV Å⁻¹
HOMO-LUMO gap (alpha / beta)   0.298 / 0.298 Eh
E_HOMO (alpha / beta)   -9.1 / -9.1 eV
DFT total energy   -10513.7290 eV
ΔE to the lowest compared entry with this formula, charge and spin   4.677 eV

Entry 2:
Formula: C10H22AsN4O3ReS4
Source: the OMol25 dataset
Level of theory: wB97M-V/def2-TZVPD

```
45
Properties=species:S:1:pos:R:3
Re -1.05 1.28 -1.17
N 1.11 1.54 -1.00
C 1.57 0.37 -0.20
C 2.98 -0.10 -0.59
C 3.33 -1.55 -0.27
C 3.38 -2.01 1.21
N 3.50 -0.94 2.18
C 2.54 -0.54 3.01
N 2.84 0.31 4.01
N 1.30 -0.95 2.86
C 0.52 -0.79 -0.38
O 0.48 -1.68 0.47
O -0.24 -0.69 -1.38
H 1.50 1.48 -1.95
H 1.47 2.41 -0.60
H 1.54 0.68 0.85
H 3.72 0.56 -0.13
H 3.08 0.00 -1.67
H 4.31 -1.74 -0.72
H 2.62 -2.20 -0.78
H 4.24 -2.67 1.33
H 2.49 -2.59 1.45
H 4.44 -0.59 2.34
H 3.79 0.55 4.23
H 2.13 0.62 4.64
H 0.98 -1.40 1.97
H 0.59 -0.66 3.51
S -3.70 5.34 -1.73
As -1.83 4.50 -1.42
S -1.37 2.78 -2.92
S -1.74 2.93 0.31
S -0.18 5.78 -1.24
C -4.22 -1.53 -0.58
C -4.73 -0.97 -1.91
C -3.52 -0.19 -2.40
O -3.03 0.43 -1.21
C -3.21 -0.47 -0.11
H -3.72 -2.48 -0.74
H -5.02 -1.68 0.14
H -5.57 -0.29 -1.76
H -5.03 -1.75 -2.61
H -3.73 0.59 -3.12
H -2.75 -0.87 -2.81
H -3.57 0.12 0.73
H -2.26 -0.95 0.17
```

Charge   +1
F_max   2.462 eV Å⁻¹
HOMO-LUMO gap (alpha / beta)   0.181 / 0.193 Eh
E_HOMO (alpha / beta)   -9.8 / -9.8 eV
DFT total energy   -129134.4120 eV
Spin multiplicity   2
⟨S²⟩   0.77

Entry 3:
Formula: C13H20BrCl25NO
Source: the OMol25 dataset
Level of theory: wB97M-V/def2-TZVPD

```
61
Properties=species:S:1:pos:R:3
C -1.49 2.65 -1.29
O -0.24 3.07 -1.88
C 0.19 4.34 -1.63
N 1.61 4.19 -1.04
Cl 2.66 5.39 -1.77
C 1.69 4.35 0.45
C 0.68 3.48 1.21
C -0.23 4.30 2.13
Br 1.71 2.20 2.29
H -2.32 2.73 -1.99
H -1.71 3.19 -0.37
H -1.35 1.62 -1.00
H 0.29 4.91 -2.55
H -0.41 4.89 -0.92
H 2.00 3.29 -1.35
H 2.70 4.07 0.73
H 1.57 5.41 0.68
H 0.10 2.84 0.55
H -1.25 3.94 2.08
H 0.11 4.22 3.15
H -0.21 5.36 1.87
C -3.82 1.81 1.59
Cl -3.79 3.56 1.27
Cl -2.17 1.17 1.73
Cl -4.75 1.45 3.03
H -4.30 1.33 0.75
C 1.36 0.41 -2.10
Cl 2.86 1.31 -1.85
Cl 1.61 -1.01 -3.10
Cl 0.61 -0.01 -0.56
H 0.67 1.06 -2.62
C -2.83 -1.59 -0.89
Cl -3.98 -2.51 0.06
Cl -2.09 -2.58 -2.14
Cl -3.59 -0.16 -1.61
H -2.04 -1.24 -0.23
C -3.38 -6.56 -3.29
Cl -1.66 -6.12 -3.26
Cl -3.72 -7.78 -2.07
Cl -4.38 -5.13 -3.06
H -3.60 -6.98 -4.26
C 1.37 -8.40 -3.15
Cl 3.00 -7.98 -2.63
Cl 1.40 -9.71 -4.34
Cl 0.35 -8.82 -1.78
H 0.94 -7.53 -3.63
C 0.85 7.17 5.22
Cl 0.12 8.76 5.13
Cl -0.38 5.92 5.43
Cl 1.84 6.85 3.78
H 1.50 7.14 6.08
C -1.71 -2.06 4.15
Cl -2.72 -0.71 4.67
Cl -2.41 -3.60 4.63
Cl -1.47 -2.02 2.39
H -0.74 -1.96 4.62
C 7.05 -6.78 -1.36
Cl 6.71 -8.46 -1.77
Cl 8.06 -6.02 -2.59
Cl 5.54 -5.87 -1.15
H 7.58 -6.76 -0.42
```

Charge   +1
F_max   1.045 eV Å⁻¹
HOMO-LUMO gap   0.298 Eh
E_HOMO   -12.1 eV
DFT total energy   -400437.4261 eV

Entry 4:
Formula: C2H4O3PS
Source: the OMol25 dataset
Level of theory: wB97M-V/def2-TZVPD

```
11
Properties=species:S:1:pos:R:3
C 2.29 1.29 -0.47
C 0.93 1.59 -0.32
O 2.62 0.07 -1.04
O 3.21 2.01 -0.08
O 0.36 -0.32 1.38
P -0.69 -0.57 0.40
S -0.30 0.78 -1.20
H 0.67 2.57 0.04
H -0.77 -1.90 -0.02
H -1.98 -0.50 0.95
H 1.79 -0.41 -1.18
```

Charge   -1
F_max   3.087 eV Å⁻¹
HOMO-LUMO gap (alpha / beta)   0.121 / 0.295 Eh
E_HOMO (alpha / beta)   0.1 / -6.1 eV
DFT total energy   -28403.6284 eV
ΔE to the lowest compared entry with this formula, charge and spin   0.033 eV
Spin multiplicity   3
⟨S²⟩   2.01

Entry 5:
Formula: C11H11O2S
Source: the OMol25 dataset
Level of theory: wB97M-V/def2-TZVPD

```
25
Properties=species:S:1:pos:R:3
C 3.98 0.59 -0.90
C 2.75 1.25 -1.05
C 4.13 -0.31 0.15
C 1.69 0.94 -0.25
C 3.13 -0.50 1.07
C 1.89 0.16 0.89
C -2.27 1.64 -0.10
C -1.53 -0.94 -0.56
C -2.41 -0.94 0.67
C -1.72 0.28 0.23
C -3.87 -1.04 0.25
O -1.79 2.70 0.27
O -3.26 1.27 -0.82
S 0.50 -0.10 1.91
H 4.76 0.84 -1.75
H 2.44 1.95 -1.94
H 4.90 -1.03 0.33
H 0.74 1.33 -0.42
H 3.37 -1.20 1.89
H -0.57 -1.27 -0.52
H -1.77 -0.97 -1.64
H -2.22 -1.30 1.66
H -4.22 -2.11 0.07
H -4.16 -0.47 -0.57
H -4.50 -0.76 1.11
```

Charge   -1
F_max   3.783 eV Å⁻¹
HOMO-LUMO gap   0.250 Eh
E_HOMO   -4.0 eV
DFT total energy   -26513.2033 eV
ΔE to the lowest compared entry with this formula, charge and spin   1.022 eV

Entry 6:
Formula: C36H27BrF5N3NiO3S2
Source: the OMol25 dataset
Level of theory: wB97M-V/def2-TZVPD

```
78
Properties=species:S:1:pos:R:3
Ni -1.08 -0.22 0.04
C -1.91 3.66 -4.25
C -2.41 3.33 -2.87
C -3.43 4.04 -2.26
C -3.88 3.66 -1.01
C -3.28 2.57 -0.40
Br -3.91 1.99 1.28
N -2.29 1.89 -0.94
C -1.88 2.26 -2.16
H -2.12 4.70 -4.50
H -2.38 3.03 -5.00
H -0.83 3.51 -4.32
H -3.88 4.89 -2.76
H -4.68 4.19 -0.51
H -1.08 1.67 -2.57
C 1.64 -5.15 4.50
C 0.51 -4.26 4.06
C -0.38 -4.68 3.07
C -1.39 -3.85 2.63
C -1.52 -2.59 3.18
C -0.66 -2.15 4.17
C 0.35 -3.00 4.61
S -2.78 -1.49 2.58
O -2.65 -0.28 3.34
O -4.02 -2.22 2.60
N -2.39 -1.18 1.04
C -2.84 -1.87 -0.05
C -3.74 -2.94 -0.20
C -3.92 -3.45 -1.47
C -3.24 -2.91 -2.57
C -2.39 -1.85 -2.34
N -2.22 -1.34 -1.13
H 1.34 -6.20 4.50
H 1.98 -4.89 5.50
H 2.49 -5.05 3.82
H -0.27 -5.67 2.64
H -2.08 -4.19 1.86
H -0.79 -1.16 4.59
H 1.02 -2.66 5.39
H -4.26 -3.33 0.66
H -4.61 -4.27 -1.61
H -3.38 -3.31 -3.56
H -1.84 -1.38 -3.14
F 1.04 -1.90 1.37
C 1.03 -0.66 1.90
C 0.10 0.27 1.47
C 0.21 1.52 2.04
F -0.60 2.52 1.64
C 1.17 1.84 2.99
F 1.25 3.08 3.50
C 2.07 0.88 3.39
F 3.02 1.18 4.28
C 2.01 -0.38 2.84
F 2.90 -1.32 3.21
O 0.23 0.24 -1.35
S 1.71 0.05 -1.07
C 2.44 0.14 -2.70
C 3.60 -0.57 -2.92
C 4.21 -0.50 -4.17
C 3.65 0.27 -5.17
C 2.47 0.97 -4.94
C 1.86 0.91 -3.70
C 2.29 1.61 -0.42
C 1.56 2.76 -0.65
C 2.00 3.95 -0.08
C 3.15 3.96 0.71
C 3.86 2.79 0.94
C 3.42 1.59 0.37
H 4.03 -1.19 -2.13
H 5.12 -1.06 -4.35
H 4.12 0.32 -6.14
H 2.03 1.56 -5.73
H 0.94 1.45 -3.50
H 0.64 2.73 -1.22
H 1.44 4.86 -0.22
H 3.47 4.88 1.17
H 4.73 2.79 1.57
H 3.94 0.66 0.57
```

Charge   0
F_max   0.519 eV Å⁻¹
HOMO-LUMO gap (alpha / beta)   0.292 / 0.292 Eh
E_HOMO (alpha / beta)   -8.0 / -8.0 eV
DFT total energy   -194725.5983 eV